The following is a DFT calculation (ωB97M-V/def2-TZVPD) of one molecule with the formula C3H6ClF at a distorted geometry.

Properties
Energy relative to the best compared isomer or geometry (same formula, charge and spin) = 0.813 eV
HOMO level = -10.61 eV
HOMO-LUMO gap = 0.42464 Ha
Multiplicity = 1

Atoms and positions in Å:
1 C 0.3244 1.1847 -0.4353
2 C -0.5791 -0.0946 -0.2365
3 Cl -0.7689 -1.0508 -1.7247
4 C 0.0392 -1.0180 0.7675
5 F 0.7168 -1.9840 0.0435
6 H 1.2955 1.0604 -0.8893
7 H -0.2494 1.9704 -1.0081
8 H 0.6186 1.5395 0.6084
9 H -1.5147 0.1533 0.0771
10 H -0.6217 -1.3406 1.5503
11 H 0.7393 -0.4203 1.2470